[1]
Entry from the Open Molecules 2025 dataset: a molecular structure, C25H23F5IrN2O6Te (wB97M-V/def2-TZVPD).

Last column: natural (NBO) charge in e.
CARTESIAN COORDINATES (ANGSTROEM)
Ir (-1.20063, 0.37083, -0.01865)  1.647
Te (-3.29935, -1.31552, -2.15477)  3.448
F (-1.60190, -1.13648, -2.93119)  -0.617
F (-3.73334, 0.01290, -3.41218)  -0.635
F (-3.48727, -2.57255, -3.50868)  -0.603
F (-5.14163, -1.39051, -1.92803)  -0.614
F (-3.23625, -2.80725, -1.04256)  -0.605
O (0.48955, 0.45848, 1.02988)  -0.644
O (-1.93112, -0.51288, 1.57311)  -0.632
O (-3.06786, -0.08014, -0.82323)  -1.085
O (-0.88128, -1.54268, -0.52482)  -0.623
O (0.69304, 0.50533, -1.41432)  -0.702
O (4.72191, -0.81245, 2.54847)  -0.477
N (-1.71738, 2.09965, 0.97927)  -0.420
N (-1.50004, 1.91533, -1.61455)  -0.474
C (-0.93740, -0.86235, 5.02039)  -0.150
C (-0.15155, 1.25200, -3.50201)  -0.261
C (-1.22686, 1.93120, -2.87270)  0.215
C (-1.37631, -1.17220, 3.74725)  -0.291
C (4.81626, 0.41416, 3.25653)  -0.257
C (0.79511, 0.57797, -2.69466)  0.417
C (-2.18053, 3.26528, 0.21304)  -0.237
C (1.33677, -1.72933, 0.30608)  -0.326
C (3.59976, -1.04431, 1.84259)  0.368
C (2.03135, 0.07266, -4.72089)  -0.166
C (0.21633, -2.16797, -0.45676)  0.644
C (-0.76744, 1.44819, 4.44227)  -0.133
C (-1.18810, 1.15686, 3.14223)  -0.245
C (1.40022, -0.46904, 0.98687)  0.477
C (3.55734, -2.28814, 1.17392)  -0.301
C (-0.00483, 1.30474, -4.89849)  -0.116
C (2.45955, -2.59498, 0.43781)  -0.106
C (-1.48441, -0.17403, 2.77760)  0.464
C (-2.59378, 2.75354, -1.14500)  -0.252
C (1.06775, 0.71697, -5.51675)  -0.293
C (-0.62126, 0.44729, 5.37918)  -0.265
C (2.55061, -0.16495, 1.74874)  -0.359
C (1.91437, 0.00610, -3.35573)  -0.260
C (-1.44032, 2.23816, 2.22253)  0.229
C (0.17019, -3.46194, -1.21358)  -0.699
H (-0.55577, 2.47861, 4.70518)  0.210
H (-0.76466, 1.81456, -5.48092)  0.207
H (4.01465, 0.50224, 3.99303)  0.183
H (5.77690, 0.39436, 3.76210)  0.203
H (-3.02015, 3.73241, 0.72828)  0.212
H (-0.83799, -1.65588, 5.75034)  0.218
H (-1.85003, 2.56137, -3.51149)  0.183
H (2.65969, -0.49144, -2.74753)  0.210
H (2.43838, -3.55481, -0.05367)  0.213
H (2.55201, 0.79559, 2.24071)  0.227
H (-1.62868, -2.18578, 3.46686)  0.232
H (1.17630, 0.74801, -6.59162)  0.214
H (-0.55279, -4.12194, -0.73131)  0.257
H (-1.36044, 3.98245, 0.12897)  0.210
H (4.77975, 1.26439, 2.57236)  0.184
H (4.39598, -2.96283, 1.26633)  0.229
H (-3.49557, 2.14558, -1.05306)  0.239
H (2.89047, -0.38455, -5.19800)  0.209
H (-0.20847, -3.23560, -2.21009)  0.263
H (-0.28371, 0.67508, 6.38052)  0.219
H (-1.51208, 3.24116, 2.64444)  0.191
H (1.12179, -3.96905, -1.30574)  0.219
H (-2.78485, 3.57812, -1.83390)  0.206

Summary:
multiplicity	2
ΔE to the lowest compared entry with this formula, charge and spin	0.000	eV
maximum force	1.3	eV/A

[2]
Entry from the Open Molecules 2025 dataset: a molecular structure, C44H39AsINOPS5Ta (wB97M-V/def2-TZVPD).

Last column: Löwdin charge in e.
CARTESIAN COORDINATES (ANGSTROEM)
Ta (0.01911, -0.13737, 0.03635)  0.554
I (1.03213, 0.97708, -2.51477)  1.265
As (0.80655, 0.28071, 2.65171)  1.243
S (-2.01178, -0.44819, 1.25188)  0.083
S (-0.87546, -3.38885, 1.68426)  0.099
S (-2.60708, -2.43442, 1.19308)  0.113
S (-0.49638, 2.12809, 0.39811)  0.551
S (0.43344, -2.46021, 0.43242)  0.128
P (-1.72298, -0.81517, -2.18045)  0.957
O (2.12888, -0.22452, -0.17049)  -0.460
N (4.23026, 0.50089, -0.43472)  -0.099
C (5.27628, 1.60380, 3.36114)  -0.060
C (-0.26196, 1.80550, 3.13215)  -0.430
C (-0.82502, 2.54493, 2.09679)  -0.644
C (4.98488, 0.31737, 2.92037)  -0.078
C (-2.07014, 0.24030, -3.67123)  -0.304
C (-1.62658, 3.64565, 2.36595)  -0.090
C (3.81017, -1.90193, -0.46792)  0.030
C (-0.07414, 3.45953, -3.63463)  -0.139
C (-0.42909, -2.32706, -4.13708)  -0.097
C (-3.08185, -0.26706, -4.45524)  -0.065
C (-0.51415, 2.16237, 4.44921)  -0.076
C (-0.43069, 2.15982, -3.42004)  -0.569
C (2.92901, 2.14079, 3.35264)  -0.077
C (4.24995, 2.51346, 3.57224)  -0.057
C (0.01579, -4.68365, -3.96245)  -0.056
C (-0.64239, -4.71710, -2.73950)  -0.055
C (-4.10160, 0.00603, -1.11417)  -0.156
C (3.66845, -0.05467, 2.69168)  -0.144
C (-1.09492, -2.09094, 5.52681)  -0.058
C (-2.32952, 2.36882, -4.86134)  -0.144
C (-4.15811, -2.26339, -1.91682)  -0.113
C (3.84740, 1.89928, -0.23592)  -0.011
C (-1.96511, 3.72253, -5.07015)  0.000
C (-0.05183, -2.59483, 6.29135)  -0.054
C (5.65989, 0.25616, -0.63987)  0.009
C (-0.88610, 4.27389, -4.44735)  -0.047
C (-1.31719, 3.26137, 4.72509)  -0.042
C (-3.39646, 1.80672, -5.59819)  0.004
C (-5.50120, -2.34302, -1.57725)  -0.056
C (-3.72616, 0.49357, -5.44459)  -0.025
C (2.63461, 0.85281, 2.92009)  -0.363
C (-3.44875, -1.09113, -1.67587)  -0.452
C (-1.60132, 1.55895, -3.94354)  -0.208
C (-1.08800, -2.35314, -2.90870)  -0.391
C (0.48562, -0.93765, 4.12354)  -0.367
C (-5.44389, -0.07457, -0.78219)  -0.057
C (1.25634, -2.25744, 5.98255)  -0.057
C (-1.18051, -3.55674, -2.20879)  -0.159
C (-1.87028, 3.99721, 3.68662)  -0.044
C (-6.14314, -1.25332, -1.00694)  -0.054
C (-0.83101, -1.26404, 4.44689)  -0.154
C (1.52920, -1.42623, 4.90400)  -0.085
C (0.12454, -3.48878, -4.65751)  -0.059
C (3.36570, -0.48085, -0.34126)  -0.488
H (-1.65523, -0.85689, 3.87742)  0.058
H (0.83937, 3.85927, -3.21567)  0.099
H (-6.04689, -3.25779, -1.76626)  0.116
H (5.78227, -0.40234, 2.78155)  0.113
H (-2.05876, 4.21602, 1.55443)  0.111
H (-0.26026, -3.23810, 7.13565)  0.116
H (0.43564, -5.59102, -4.37560)  0.115
H (-0.36312, -1.40689, -4.70367)  0.098
H (0.62711, -3.46036, -5.61510)  0.114
H (4.47395, 3.51206, 3.92346)  0.117
H (3.44405, -1.06734, 2.36860)  0.111
H (-1.51448, 3.53923, 5.75142)  0.119
H (-0.61461, 5.30740, -4.60907)  0.120
H (-3.92778, 2.43516, -6.30160)  0.128
H (5.82081, -0.55832, -1.33990)  0.100
H (-2.50017, 4.84935, 3.90328)  0.119
H (-7.19093, -1.31842, -0.74597)  0.115
H (-2.11923, -2.33525, 5.77518)  0.117
H (4.04843, -2.12544, -1.51038)  0.116
H (-3.44046, -1.27303, -4.28042)  0.115
H (-3.56097, 0.93111, -0.94245)  0.095
H (4.70373, -2.08679, 0.12664)  0.103
H (-0.73879, -5.64903, -2.19820)  0.117
H (-3.67662, -3.11590, -2.37686)  0.104
H (-0.09194, 1.57849, 5.25850)  0.119
H (-5.94479, 0.78122, -0.34975)  0.115
H (3.01078, -2.56234, -0.14465)  0.036
H (-1.68511, -3.59259, -1.25086)  0.052
H (6.30178, 1.89056, 3.55332)  0.117
H (2.07172, -2.63039, 6.58770)  0.115
H (4.51063, 2.33080, 0.51217)  0.101
H (2.55391, -1.15710, 4.69821)  0.090
H (-4.51450, 0.04497, -6.03281)  0.122
H (3.95647, 2.44485, -1.17339)  0.101
H (6.09828, 1.15905, -1.05588)  0.107
H (-2.56244, 4.31125, -5.75463)  0.128
H (6.14805, 0.03302, 0.30927)  0.096
H (2.13392, 2.85329, 3.53551)  0.105
H (2.82280, 1.96687, 0.11281)  0.061

Summary:
multiplicity	1
ΔE to the lowest compared entry with this formula, charge and spin	0.243	eV
net charge	+2
maximum force	0.9	eV/A

[3]
Entry from the Open Molecules 2025 dataset: 3 unconnected molecules or ions with the total composition C2H8OS2 (wB97M-V/def2-TZVPD).

Last column: natural (NBO) charge in e.
CARTESIAN COORDINATES (ANGSTROEM)
S (-1.89090, 0.74676, -0.90660)  0.082
S (0.54955, -1.07099, 2.09867)  0.025
O (2.83140, -0.24073, 0.24491)  -0.926
C (-0.57779, 1.70786, -1.65876)  -0.802
C (-0.95985, -1.52326, 1.27058)  -0.792
H (2.43312, -1.05382, 0.60460)  0.467
H (2.26587, 0.38904, 0.71923)  0.464
H (-1.08724, 2.26524, -2.46979)  0.251
H (-1.71741, -0.78460, 1.53881)  0.240
H (-0.72738, -1.34471, 0.19112)  0.266
H (-0.10361, 2.38359, -0.95232)  0.219
H (0.22037, 1.08930, -2.07850)  0.253
H (-1.23614, -2.56369, 1.39805)  0.252

Summary:
multiplicity	1
ΔE to the lowest compared entry with this formula, charge and spin	5.078	eV
maximum force	2.2	eV/A